Entry 1:
# C10H20NO7PS

The molecule C10H20NO7PS in a non-equilibrium geometry (ωB97M-V/def2-TZVPD, the OMol25 dataset).

ORCA input file:
```
! wB97M-V def2-TZVPD RIJCOSX def2/J DEFGRID3
* xyz 0 1
O 4.021 4.484 4.038
O 4.457 2.206 2.619
O -1.572 0.677 -1.201
O 1.802 4.071 4.093
O 2.171 1.748 2.538
O -3.373 -1.068 -1.079
O -1.383 -1.315 -2.938
S -0.525 -1.783 -0.011
C 3.077 3.765 3.758
C 3.285 2.481 2.932
N 2.471 0.594 1.707
C 2.821 0.878 0.295
C -5.655 -0.559 -1.754
C 0.674 -2.522 -3.382
C -4.173 -0.610 -2.173
C 0.010 -1.162 -3.205
C -0.446 -0.462 1.248
C 1.998 -0.781 2.075
C 0.532 -0.805 2.407
P -1.772 -0.771 -1.401
H 1.887 4.885 4.574
H 3.157 1.897 0.111
H 3.610 0.205 -0.082
H 1.945 0.696 -0.320
H -6.249 -0.154 -2.581
H -5.996 -1.562 -1.560
H -5.770 0.103 -0.872
H 0.374 -3.053 -4.328
H 0.488 -3.196 -2.557
H 1.742 -2.353 -3.407
H -3.862 0.356 -2.562
H -4.114 -1.345 -2.956
H 0.094 -0.609 -4.162
H 0.526 -0.592 -2.418
H -0.083 0.427 0.743
H -1.457 -0.318 1.549
H 2.564 -1.087 2.967
H 2.167 -1.472 1.259
H 0.314 -0.121 3.229
H 0.241 -1.774 2.807
*
```

Results
max |F|: 0.086 Eh/bohr
energy: -1714.00797 Ha
Kohn-Sham gap: 0.31669 hartree
SMILES string: CCOP(=O)(OCC)SCCCN(C)OC(=O)C(=O)O
energy above the lowest of the compared OMol25 structures with the same formula, charge and spin: 43.96 kJ/mol

Entry 2:
# FHNO3P

A cluster of 2 separate species, FHNO3P in total in a non-equilibrium geometry (ωB97M-V/def2-TZVPD, the OMol25 dataset).

ORCA input file:
```
! wB97M-V def2-TZVPD RIJCOSX def2/J DEFGRID3
* xyz -2 1
N -0.443 1.070 -1.491
O -0.253 0.254 2.114
O 1.274 -1.262 0.861
O -1.203 -1.528 0.613
F 0.722 2.009 -1.738
P -0.047 -0.624 0.921
H -0.050 0.081 -1.280
*
```

Results
max |F|: 0.075 Eh/bohr
energy: -722.22764 Ha
Kohn-Sham gap (spin up / spin down): 0.23290 / 0.23293 hartree
energy above the lowest of the compared OMol25 structures with the same formula, charge and spin: 147.41 kJ/mol

Entry 3:
# C3H4N2O

The molecule C3H4N2O in a non-equilibrium geometry (ωB97M-V/def2-TZVPD, the OMol25 dataset).

ORCA input file:
```
! wB97M-V def2-TZVPD RIJCOSX def2/J DEFGRID3
* xyz 0 1
O -0.456 -1.176 -0.980
C -0.450 0.211 1.447
C -0.487 1.282 0.326
N 0.215 1.027 -0.715
C 0.592 -0.359 -0.514
N 0.530 -0.521 0.949
H -1.178 -0.583 -1.223
H -1.085 2.188 0.381
H 1.522 -0.676 -0.991
H 0.735 -1.452 1.287
*
```

Results
max |F|: 0.021 Eh/bohr
energy: -301.35619 Ha
Kohn-Sham gap: 0.31615 hartree
energy above the lowest of the compared OMol25 structures with the same formula, charge and spin: 344.04 kJ/mol

Entry 4:
# C18H21F4MoN4O4

A structure of composition C18H21F4MoN4O4 in a non-equilibrium geometry (ωB97M-V/def2-TZVPD, the OMol25 dataset).

ORCA input file:
```
! wB97M-V def2-TZVPD RIJCOSX def2/J DEFGRID3
* xyz 1 3
Mo 7.144 -6.588 13.789
C 4.503 -8.234 10.497
C 5.792 -8.076 11.354
N 5.437 -7.790 12.758
C 5.174 -9.048 13.661
C 5.693 -10.343 13.108
C 4.411 -6.726 12.954
C 4.770 -5.319 12.594
N 6.174 -5.001 13.061
C 6.727 -3.886 12.367
C 7.676 -4.064 11.346
F 8.273 -5.290 11.286
C 7.972 -3.044 10.461
F 8.831 -3.340 9.473
C 7.337 -1.820 10.588
C 6.373 -1.587 11.547
F 5.763 -0.380 11.651
C 6.142 -2.593 12.469
F 5.227 -2.318 13.464
H 4.708 -8.726 9.557
H 4.061 -7.250 10.314
H 3.778 -8.903 11.001
H 6.398 -7.332 10.928
H 6.347 -8.947 11.278
H 4.073 -9.163 13.925
H 5.592 -8.854 14.655
H 5.528 -10.555 12.015
H 5.212 -11.209 13.624
H 6.795 -10.264 13.291
H 4.166 -6.785 14.069
H 3.559 -7.072 12.412
H 4.058 -4.690 13.074
H 4.770 -5.155 11.462
H 7.296 -1.077 9.768
C 8.276 -3.226 15.224
C 9.262 -4.246 14.803
N 8.869 -5.428 14.419
C 10.021 -6.126 14.122
C 11.108 -5.333 14.363
N 10.605 -4.189 14.862
C 12.635 -5.533 14.075
O 13.012 -6.630 13.535
O 13.304 -4.562 14.259
C 9.868 -7.524 13.559
O 10.774 -8.198 13.276
O 8.605 -7.898 13.352
H 8.559 -2.330 14.686
H 8.349 -3.119 16.328
H 7.211 -3.572 15.059
H 11.127 -3.290 14.920
H 12.315 -7.313 13.398
H 6.663 -6.513 15.360
*
```

Results
max |F|: 0.077 Eh/bohr
energy: -1685.91408 Ha
expectation value of S²: 2.026
Kohn-Sham gap (spin up / spin down): 0.29812 / 0.31782 hartree

Entry 5:
# C6H7BrClCuF3NO2S

A structure of composition C6H7BrClCuF3NO2S in a non-equilibrium geometry (ωB97M-V/def2-TZVPD, the OMol25 dataset).

ORCA input file:
```
! wB97M-V def2-TZVPD RIJCOSX def2/J DEFGRID3
* xyz 0 1
C 2.663 -0.096 -0.095
C 1.839 0.450 -1.234
Cl 2.467 2.061 -1.722
C 0.323 0.552 -0.980
N -0.095 0.085 0.347
C -0.129 1.103 1.342
F 0.225 0.604 2.548
F 0.754 2.077 1.021
F -1.345 1.679 1.487
C -1.215 -0.822 0.313
S -1.921 -1.289 1.910
Br -0.543 -2.501 -0.542
C -2.431 -0.377 -0.531
O -2.464 -0.570 -1.740
O -3.390 0.105 0.176
H 2.280 -1.071 0.172
H 3.680 -0.216 -0.439
H 2.679 0.567 0.753
H 2.008 -0.182 -2.090
H -0.148 -0.067 -1.723
H -0.031 1.550 -1.179
H -0.903 -2.018 2.390
Cu -4.301 -1.622 -0.183
*
```

Results
max |F|: 0.020 Eh/bohr
energy: -5810.50830 Ha
Kohn-Sham gap: 0.28513 hartree

Entry 6:
# C2H14N2O4

A cluster of 5 separate species, C2H14N2O4 in total in a non-equilibrium geometry (ωB97M-V/def2-TZVPD, the OMol25 dataset).

ORCA input file:
```
! wB97M-V def2-TZVPD RIJCOSX def2/J DEFGRID3
* xyz 0 1
C -1.082 2.039 -0.909
N 0.820 -0.335 -0.809
C 0.062 0.357 0.262
N -1.187 0.872 -0.030
H -0.199 1.947 -1.556
H -1.925 1.990 -1.611
H -1.239 2.975 -0.368
H 0.221 -1.064 -1.248
H 1.514 -0.917 -0.246
H 0.046 -0.453 1.059
H -1.753 0.114 -0.708
H 4.567 0.766 0.345
O 3.725 0.751 -0.123
H 3.228 0.006 0.271
H -2.193 -2.307 1.967
O -1.960 -1.381 1.919
H 2.392 -2.084 1.585
H -2.876 -1.132 -1.707
O 2.034 -1.338 1.096
H -2.234 -1.099 1.029
H 0.769 1.134 0.587
O -2.730 -0.841 -0.804
*
```

Results
max |F|: 0.057 Eh/bohr
energy: -494.75794 Ha
Kohn-Sham gap: 0.15962 hartree
energy above the lowest of the compared OMol25 structures with the same formula, charge and spin: 850.59 kJ/mol